A structure of composition C5H10Si at a distorted geometry. Source: the Open Molecules 2025 dataset; level of theory: ωB97M-V with the def2-TZVPD basis set.

As for the orbital gap: 9.4 eV. Its spin multiplicity is 1. The total charge is 0. Its LUMO energy is 0.9 eV. The calculation puts the energy at -485.8829 Ha. Its relative energy (zero: lowest compared OMol25 entry of this formula, charge and spin) is 221.00 kJ/mol.

Each line ends with the Mulliken charge.
Atoms and positions in Å:
H (1.55795, -1.59104, -0.95463)  0.468
C (0.76886, -1.40634, -0.32903)  -1.358
H (-0.13926, -1.24803, -0.96421)  0.216
C (-0.45743, 0.01776, 1.28060)  -1.249
H (-2.11723, 2.05504, 0.67976)  -0.145
H (1.87869, 1.31218, -0.93034)  0.360
H (-0.50072, 0.78497, 2.13885)  0.336
H (-2.96299, 0.47706, -0.94953)  -0.107
H (1.77504, -0.28217, 1.02937)  0.298
C (0.92865, 0.99081, -0.52885)  -0.345
Si (-1.90412, 1.09381, -0.23766)  0.451
C (0.84260, -0.10293, 0.41292)  0.468
H (-0.10994, 2.29554, -1.81948)  0.465
H (0.67007, -2.33761, 0.34191)  0.290
H (-0.89384, -0.90590, 1.33928)  0.427
C (-0.15029, 1.52854, -1.08103)  -0.575

Force components x, y, z for each atom (eV/Å):
H 2.15 -0.24 -1.65
C -3.27 -1.19 0.94
H 0.48 -0.92 0.26
C -0.23 3.86 -2.14
H -1.41 2.57 1.66
H 0.43 -0.07 0.13
H 0.22 -1.66 -1.28
H -0.89 -0.42 -0.55
H -0.86 1.07 -0.15
C 0.22 1.25 -1.44
Si 6.24 -2.55 0.45
C 0.19 -1.32 3.14
H 0.43 0.34 -0.60
H -0.08 1.54 -0.83
H -1.02 -2.21 1.31
C -2.61 -0.05 0.76

A structure of composition C5H5AuF3O8S at a distorted geometry. Source: the Open Molecules 2025 dataset; level of theory: ωB97M-V with the def2-TZVPD basis set.

As for the orbital gap: 8.9 eV. Its spin multiplicity is 1. The total charge is -1. Its LUMO energy is 2.9 eV. The calculation puts the energy at -1629.0512 Ha. Its relative energy (zero: lowest compared OMol25 entry of this formula, charge and spin) is 0.00 kJ/mol.

Each line ends with the Mulliken charge.
Atoms and positions in Å:
F (-4.27648, -0.59198, 2.31326)  -0.260
H (1.13812, 2.07657, 2.94368)  0.351
O (3.17315, -1.44773, 0.31255)  -0.694
S (-3.19099, 1.31504, 0.79417)  1.193
O (-2.85439, 0.13001, -0.02915)  -0.705
C (1.98617, -1.23807, 0.53869)  0.884
H (2.35455, 3.89937, 0.40285)  0.344
C (-3.58195, 0.54580, 2.45199)  0.652
Au (-0.88042, -0.53990, -0.09628)  0.494
O (-2.11473, 2.22266, 1.08302)  -0.580
O (1.03964, -1.31309, -0.33579)  -0.686
F (-4.32628, 1.38242, 3.19304)  -0.245
C (1.60851, 1.40247, 2.22422)  -0.512
C (1.73090, 2.20080, 0.93543)  0.580
O (-4.44395, 1.89643, 0.40673)  -0.659
F (-2.47833, 0.26842, 3.15344)  -0.207
O (2.35511, 3.36584, 1.20724)  -0.492
O (0.84093, 0.22065, 2.22598)  -0.302
H (2.63488, 1.19756, 2.55282)  0.388
C (1.60243, -0.96034, 2.01786)  -0.651
H (2.50348, -0.92246, 2.63636)  0.299
O (1.38878, 1.91387, -0.17394)  -0.505
H (0.97568, -1.79434, 2.33980)  0.312

Force components x, y, z for each atom (eV/Å):
F 0.00 0.03 -0.05
H 0.10 0.02 0.02
O -0.23 -0.03 -0.15
S -0.54 0.69 0.82
O 0.42 -0.14 -0.13
C 0.17 0.03 0.34
H 0.00 -0.14 -0.17
C 0.00 0.04 -0.04
Au 0.65 -0.33 -0.05
O 0.14 -0.31 -0.14
O -0.32 0.29 0.24
F 0.08 0.01 -0.12
C -0.28 -0.20 0.32
C -0.13 -0.46 -0.50
O -0.07 -0.19 -0.16
F 0.04 -0.04 -0.12
O 0.15 0.40 0.53
O 0.24 0.46 -0.32
H -0.02 0.08 0.07
C -0.20 0.02 -0.46
H 0.07 -0.09 -0.17
O -0.20 -0.20 0.15
H -0.06 0.07 0.09

A structure of composition C5H7N at a distorted geometry. Source: the Open Molecules 2025 dataset; level of theory: ωB97M-V with the def2-TZVPD basis set.

As for the orbital gap: 10.1 eV. Its spin multiplicity is 1. The total charge is 0. Its LUMO energy is 1.2 eV. The calculation puts the energy at -249.3217 Ha. Its relative energy (zero: lowest compared OMol25 entry of this formula, charge and spin) is 397.92 kJ/mol.

Each line ends with the Mulliken charge.
Atoms and positions in Å:
C (-0.89192, -0.74332, 0.59890)  -0.708
N (0.23410, -0.36911, -1.23994)  -0.662
C (0.43950, -1.13836, 0.01756)  -0.025
H (-1.69162, 0.86082, -0.81366)  0.477
H (-1.65676, -1.45826, 0.28271)  0.275
H (0.82141, 2.18530, -0.39996)  0.313
C (-0.75886, 0.43382, -0.42901)  -0.024
H (-0.99496, -0.57560, 1.68478)  0.263
H (-0.30079, 1.49075, 0.91612)  0.364
C (0.43456, 1.32337, 0.15491)  -0.940
H (2.26375, 0.02681, -0.51095)  0.392
H (0.88276, -2.12150, -0.04301)  0.385
C (1.21882, 0.08528, -0.21846)  -0.108

Force components x, y, z for each atom (eV/Å):
C 0.01 0.07 -0.20
N 0.18 -0.64 -0.55
C 0.03 -0.60 0.00
H 0.44 -0.05 -0.29
H -0.02 0.25 -0.07
H -0.81 -0.15 0.04
C -0.02 0.37 -0.58
H 0.14 0.19 -0.40
H 1.88 1.18 2.67
C -2.32 -0.56 -1.26
H -0.10 0.22 0.40
H 0.03 -0.05 0.23
C 0.55 -0.25 0.00

A structure of composition C24H16BrMoN4O5 at a distorted geometry. Source: the Open Molecules 2025 dataset; level of theory: ωB97M-V with the def2-TZVPD basis set.

As for the orbital gap (spin up / spin down): 7.3 / 7.0 eV. Its spin multiplicity is 3. The total charge is +1. Its LUMO energy (spin up / spin down) is -4.1 / -4.7 eV. The calculation puts the energy at -4161.4559 Ha. Its relative energy (zero: lowest compared OMol25 entry of this formula, charge and spin) is 21.16 kJ/mol.

Each line ends with the Mulliken charge.
Atoms and positions in Å:
H (-2.73920, -1.71277, -2.56614)  0.488
C (0.41796, 0.49655, 2.10471)  0.208
H (1.46517, -4.98803, 0.30302)  0.447
H (-4.60907, -3.06397, -1.72559)  0.469
O (1.75761, -0.07762, -1.29960)  -0.455
C (2.06158, 3.53891, -1.45735)  -0.722
C (1.95333, 1.84440, 3.98511)  -0.435
C (-4.06694, -2.87160, 0.33925)  -0.605
H (2.23610, 0.37790, 0.96154)  0.555
C (1.62364, 2.24791, -1.33506)  0.480
H (3.56728, 1.62423, 2.58024)  0.455
H (-1.20133, 0.70231, 3.48562)  0.487
H (-4.90176, -3.46255, 0.69042)  0.422
C (-1.90141, -1.34831, -0.62889)  1.242
H (1.78781, -5.59580, -2.09709)  0.416
C (1.09712, -3.69042, -2.79789)  -0.703
C (-2.82714, -1.88933, -1.50000)  -0.748
H (-3.30870, -2.42500, 2.31014)  0.506
C (-3.18969, -2.31183, 1.24016)  -0.501
C (-0.52349, 2.93694, -0.82830)  0.004
C (1.40493, -4.62373, -1.81887)  -0.165
C (-2.12124, -1.54608, 0.75219)  0.643
H (2.55443, 2.36414, 4.71907)  0.418
H (1.25040, -3.88537, -3.84903)  0.452
H (0.90076, 6.47307, -1.16967)  0.323
O (1.59519, 5.82589, -1.33827)  -0.497
C (-3.89538, -2.64818, -1.02649)  -0.734
C (-0.15470, 0.90419, 3.31096)  -0.374
N (-0.37186, -0.20705, 1.14176)  1.735
C (1.21903, -4.29112, -0.48455)  -1.049
C (1.15252, 4.58027, -1.22834)  1.013
H (-0.92443, 5.01495, -0.71624)  0.477
Br (0.08460, -1.11162, -3.59600)  0.009
C (1.76087, 0.75946, 1.84973)  -0.069
C (-0.17206, 4.25815, -0.90222)  -0.397
H (0.17062, 1.88681, 5.17710)  0.398
N (0.35087, 1.94583, -1.02696)  0.006
N (0.40914, -2.14483, -1.10461)  0.546
N (-1.29877, -0.92151, 1.64606)  -1.097
C (-1.90590, 2.38135, -0.56775)  0.114
O (-1.91172, 1.08399, -0.77087)  -0.412
H (0.58939, -2.74550, 0.86576)  0.558
O (-2.83744, 3.06431, -0.24458)  -0.614
C (0.61588, 1.57370, 4.24243)  -0.680
O (3.63857, 1.04740, -1.77676)  -0.634
C (0.73160, -3.04001, -0.16500)  -0.466
H (3.09044, 3.75050, -1.71536)  0.601
C (2.52287, 1.43529, 2.78920)  -0.951
C (2.47042, 1.01570, -1.50721)  0.116
C (0.59647, -2.48076, -2.37643)  0.435
Mo (-0.21440, -0.05114, -0.87330)  -0.713

Force components x, y, z for each atom (eV/Å):
H -0.02 -0.06 0.01
C 0.37 0.30 0.46
H -0.03 0.02 0.02
H 0.01 0.00 -0.02
O 0.64 0.06 0.09
C 0.15 0.10 0.00
C 0.07 0.01 -0.02
C -0.14 -0.09 0.01
H 0.01 -0.02 -0.18
C -0.05 0.02 0.07
H 0.00 0.00 0.04
H -0.01 0.02 0.07
H 0.01 0.01 -0.01
C -0.47 -0.05 0.52
H 0.02 0.01 -0.01
C 0.00 0.00 -0.10
C 0.07 -0.03 -0.28
H -0.03 -0.03 -0.01
C 0.18 0.14 0.11
C -0.09 -0.29 0.01
C -0.04 0.10 0.06
C -0.24 -0.17 -0.65
H -0.02 0.01 0.00
H -0.06 -0.02 0.00
H -0.08 0.03 0.02
O 0.17 0.06 -0.04
C 0.13 0.07 0.15
C -0.13 -0.03 -0.32
N -0.44 -0.58 1.05
C 0.07 -0.03 -0.08
C -0.28 -0.34 0.07
H -0.02 -0.02 -0.01
Br -0.12 -0.13 0.04
C -0.14 -0.15 -0.02
C 0.01 0.18 0.01
H -0.02 0.01 -0.02
N 0.55 1.24 -0.12
N 0.37 -0.47 -0.19
N 0.45 0.31 0.29
C 0.11 0.30 -0.02
O -0.30 -0.04 -0.01
H -0.04 0.07 -0.02
O 0.06 -0.04 -0.05
C 0.01 0.01 0.05
O -0.08 0.03 -0.01
C 0.01 -0.08 0.10
H 0.00 -0.07 0.00
C -0.02 0.01 0.01
C 0.15 0.08 0.02
C -0.08 0.19 0.03
Mo -0.68 -0.64 -1.13